<w>
Molecular formula: H16O8
Method: DFT, wB97M-V/def2-TZVPD

Output
Frontier orbital gap ... 10.10 eV
Lowest unoccupied orbital energy ... -0.08 eV
Multiplicity ... 1
E_HOMO ... -10.18 eV
SMILES ... O.O.O.O.O.O.O.O

Each atom is followed by the atoms it is bonded to, with distances in Å.
Positions of all 24 atoms, in Å:
1 H 2.15146 1.35269 0.58371  O17 0.964
2 H 0.84109 1.58075 -0.15179  O17 0.964
3 H -2.18828 -0.76008 -3.70932  O18 0.964
4 H -1.03587 -0.55403 -2.74003  O18 0.964
5 H -1.89124 3.98713 -2.48799  O19 0.964
6 H -3.09182 3.25514 -3.06494  O19 0.964
7 H 1.31453 -3.91987 1.77518  O20 0.964
8 H 2.05563 -2.75940 1.13166  O20 0.964
9 H 0.73449 -0.30897 1.48108  O21 0.964
10 H -0.45015 0.60156 1.75967  O21 0.964
11 H -0.04613 -2.41178 -0.07064  O22 0.964
12 H -1.35200 -1.98287 -0.71931  O22 0.964
13 H 3.40569 -0.56472 3.26002  O23 0.964
14 H 4.27048 -1.81447 3.24290  O23 0.964
15 H -2.72516 2.47670 0.00596  O24 0.964
16 H -1.21150 2.59245 -0.06791  O24 0.964
17 O 1.64412 1.04831 -0.17717  H1 0.964, H2 0.964
18 O -1.86379 -1.03629 -2.84480  H3 0.964, H4 0.964
19 O -2.74828 4.14070 -2.90138  H5 0.964, H6 0.964
20 O 1.85976 -3.15430 1.98879  H7 0.964, H8 0.964
21 O -0.18572 -0.16231 1.23472  H9 0.964, H10 0.964
22 O -0.99077 -2.33183 0.10332  H11 0.964, H12 0.964
23 O 3.46639 -1.44149 2.86433  H13 0.964, H14 0.964
24 O -1.96292 2.16697 -0.49607  H15 0.964, H16 0.964

<x>
Molecular formula: H16O8
Method: DFT, wB97M-V/def2-TZVPD

Output
Frontier orbital gap ... 10.23 eV
Lowest unoccupied orbital energy ... -0.42 eV
Multiplicity ... 1
E_HOMO ... -10.65 eV
SMILES ... O.O.O.O.O.O.O.O

Each atom is followed by the atoms it is bonded to, with distances in Å.
Positions of all 24 atoms, in Å:
1 O -1.78668 16.31619 15.58441  H2 0.957, H3 0.957
2 H -1.47955 16.75043 14.78858  O1 0.957
3 H -1.08171 16.44972 16.21798  O1 0.957
4 O 2.02242 19.33478 15.22644  H5 0.957, H6 0.957
5 H 2.48848 19.09600 16.02769  O4 0.957
6 H 2.35404 18.72679 14.56567  O4 0.957
7 O -0.16773 19.46615 18.42400  H8 0.957, H9 0.957
8 H 0.49764 19.09155 19.00122  O7 0.957
9 H -0.95206 19.52658 18.96936  O7 0.957
10 O -2.27553 15.74879 18.69708  H11 0.957, H12 0.957
11 H -1.66294 16.35011 18.27356  O10 0.957
12 H -1.73025 15.02011 18.99359  O10 0.957
13 O 0.17124 16.64307 17.22992  H14 0.957, H15 0.957
14 H 0.80926 15.93047 17.19306  O13 0.957
15 H 0.68961 17.41840 17.44533  O13 0.957
16 O 3.13996 18.21939 17.29462  H17 0.957, H18 0.957
17 H 3.24372 17.28799 17.48947  O16 0.957
18 H 3.88791 18.63841 17.72032  O16 0.957
19 O 3.77238 15.45207 17.62594  H20 0.957, H21 0.957
20 H 4.49367 15.22477 18.21272  O19 0.957
21 H 3.05543 14.87680 17.89292  O19 0.957
22 O -0.23725 14.03660 14.99171  H23 0.957, H24 0.957
23 H -0.52826 13.43097 15.67344  O22 0.957
24 H -0.66287 14.86579 15.20969  O22 0.957

Most stable structure: <x>

<w>
Molecular formula: C5H14N2
Method: DFT, wB97M-V/def2-TZVPD

Output
Frontier orbital gap ... 7.85 eV
Lowest unoccupied orbital energy ... 1.08 eV
Multiplicity ... 1
E_HOMO ... -6.77 eV

Each atom is followed by the atoms it is bonded to, with distances in Å.
Positions of all 21 atoms, in Å:
1 C 0.44317 -0.06905 0.36327  C2 1.392, C4 1.497, H9 1.086
2 C -0.37107 0.90596 -0.20560  C1 1.392, H12 1.084, H13 1.085
3 C 0.26094 -0.95397 -1.56924  C5 1.506, H14 1.090, H15 1.090
4 C -0.06116 -1.04485 1.38011  C1 1.497, H16 1.091, H17 1.092, H18 1.093
5 C -0.68812 -2.12216 -1.62314  C3 1.506, H19 1.099, H20 1.094, H21 1.094
6 N -0.03335 1.92726 1.53591  N7 1.418, H8 1.022
7 N 0.79603 3.05393 1.30633  N6 1.418, H10 1.015, H11 1.022
8 H -0.98471 2.26827 1.68914  N6 1.022
9 H 1.51030 0.12888 0.39445  C1 1.086
10 H 1.76751 2.79045 1.43322  N7 1.015
11 H 0.70305 3.46876 0.37688  N7 1.022
12 H 0.04596 1.61763 -0.90916  C2 1.084
13 H -1.44121 0.72861 -0.22950  C2 1.085
14 H 0.10438 -0.25808 -2.39292  C3 1.090
15 H 1.31318 -1.23931 -1.56093  C3 1.090
16 H -1.14061 -1.18510 1.30741  C4 1.091
17 H 0.18441 -0.68013 2.37950  C4 1.092
18 H 0.42050 -2.01809 1.25549  C4 1.093
19 H -0.55125 -2.72593 -2.53058  C5 1.099
20 H -0.54679 -2.80155 -0.77762  C5 1.094
21 H -1.73114 -1.79154 -1.62301  C5 1.094

<x>
Molecular formula: C5H14N2
Method: DFT, wB97M-V/def2-TZVPD

Output
Frontier orbital gap ... 10.00 eV
Lowest unoccupied orbital energy ... 0.84 eV
Multiplicity ... 1
E_HOMO ... -9.16 eV
SMILES ... C=C(C)C.NCN

Each atom is followed by the atoms it is bonded to, with distances in Å.
Positions of all 21 atoms, in Å:
1 N 1.39096 -2.87444 -0.22360  C2 1.465, H4 1.056, H5 1.031
2 C 2.41758 -2.22283 0.59293  N1 1.465, N3 1.476, H6 1.102, H7 1.107
3 N 2.24415 -0.89899 1.22204  C2 1.476, H8 0.990, H9 1.025
4 H 0.47329 -3.00803 0.28245  N1 1.056
5 H 1.13480 -2.32653 -1.05904  N1 1.031
6 H 2.73395 -2.92653 1.37942  C2 1.102
7 H 3.31185 -2.07730 -0.04331  C2 1.107
8 H 2.35333 -0.18885 0.54029  N3 0.990
9 H 1.32814 -0.83439 1.67671  N3 1.025
10 C -2.69956 1.84121 -0.86867  C11 1.496, H14 1.120, H15 1.122, H16 1.144
11 C -1.42913 1.47390 -0.16875  C10 1.496, C12 1.393, C13 1.496
12 C -1.26319 1.57943 1.20981  C11 1.393, H17 1.064, H18 1.079
13 C -0.36255 0.93437 -1.06757  C11 1.496, H19 1.130, H20 1.085, H21 1.120
14 H -2.50614 2.72863 -1.52402  C10 1.120
15 H -3.54528 2.12186 -0.18651  C10 1.122
16 H -3.11390 0.97936 -1.49723  C10 1.144
17 H -0.35968 1.38833 1.73826  C12 1.064
18 H -2.09212 1.96833 1.78149  C12 1.079
19 H 0.60492 1.04479 -0.49447  C13 1.130
20 H -0.17138 1.45736 -1.99918  C13 1.085
21 H -0.45002 -0.15969 -1.29106  C13 1.120

<y>
Molecular formula: C5H14N2
Method: DFT, wB97M-V/def2-TZVPD

Output
Frontier orbital gap ... 9.46 eV
Lowest unoccupied orbital energy ... 1.10 eV
Multiplicity ... 1
E_HOMO ... -8.35 eV
SMILES ... CNC[C@@H](C)NC

Each atom is followed by the atoms it is bonded to, with distances in Å.
Positions of all 21 atoms, in Å:
1 C -1.93222 -0.14941 -1.65087  N2 1.474, H8 1.092, H9 1.091, H10 1.085
2 N -0.53505 -0.14249 -1.17984  C1 1.474, C4 1.465, H11 1.003
3 C 0.37282 2.08536 -0.63514  C4 1.533, H12 1.100, H13 1.086, H14 1.087
4 C -0.28688 0.81078 -0.09604  N2 1.465, C3 1.533, C5 1.539, H15 1.094
5 C 0.47089 0.16102 1.07557  C4 1.539, N6 1.463, H16 1.108, H17 1.094
6 N 0.23820 -1.28271 1.09606  C5 1.463, C7 1.451, H18 1.009
7 C 1.32331 -2.01873 1.71676  N6 1.451, H19 1.096, H20 1.097, H21 1.092
8 H -2.43913 0.74345 -1.28036  C1 1.092
9 H -2.48586 -0.98291 -1.21600  C1 1.091
10 H -1.99376 -0.17909 -2.73407  C1 1.085
11 H 0.04585 0.03214 -1.97863  N2 1.003
12 H 1.42717 1.87385 -0.86876  C3 1.100
13 H -0.05234 2.30854 -1.60976  C3 1.086
14 H 0.38527 2.85838 0.12929  C3 1.087
15 H -1.25444 1.12844 0.30291  C4 1.094
16 H 1.54861 0.40274 0.99038  C5 1.108
17 H 0.25063 0.56585 2.06806  C5 1.094
18 H 0.11449 -1.54187 0.12881  N6 1.009
19 H 2.30312 -1.87338 1.24714  C7 1.096
20 H 1.50956 -1.74207 2.76135  C7 1.097
21 H 0.98974 -3.05789 1.73314  C7 1.092

Most stable structure: <y>

<w>
Molecular formula: C5H14N2
Method: DFT, wB97M-V/def2-TZVPD

Output
Frontier orbital gap ... 9.98 eV
Lowest unoccupied orbital energy ... 0.95 eV
Multiplicity ... 1
E_HOMO ... -9.03 eV
SMILES ... CC[C@H](N)CNC

Each atom is followed by the atoms it is bonded to, with distances in Å.
Positions of all 21 atoms, in Å:
1 N -0.99399 0.66524 -1.57068  C4 1.599, H8 1.036, H9 1.101
2 C -1.55445 1.35343 1.69073  C3 1.574, H10 1.165, H11 0.991, H12 1.008
3 C -0.43699 1.78572 0.66936  C2 1.574, C4 1.519, H13 1.125, H14 1.058
4 C 0.04921 0.78572 -0.36546  N1 1.599, C3 1.519, C5 1.521, H15 1.132
5 C 0.40976 -0.59578 0.15882  C4 1.521, N6 1.434, H16 1.073, H17 1.105
6 N 0.40484 -1.65837 -0.80465  C5 1.434, C7 1.539, H18 1.020
7 C 1.54316 -2.62315 -0.42720  N6 1.539, H19 1.088, H20 1.129, H21 1.202
8 H -1.15575 1.56505 -2.05711  N1 1.036
9 H -0.35803 0.22861 -2.35600  N1 1.101
10 H -2.41203 0.84403 1.08890  C2 1.165
11 H -1.74900 2.19517 2.17672  C2 0.991
12 H -1.16755 0.61922 2.26257  C2 1.008
13 H 0.38170 2.28317 1.25945  C3 1.125
14 H -1.00249 2.51927 0.15787  C3 1.058
15 H 0.91177 1.30090 -0.88710  C4 1.132
16 H -0.34647 -0.85589 0.87440  C5 1.073
17 H 1.36807 -0.54358 0.70744  C5 1.105
18 H 0.81701 -1.19644 -1.61588  N6 1.020
19 H 2.42924 -1.99778 -0.34509  C7 1.088
20 H 1.59741 -3.45131 -1.19322  C7 1.129
21 H 1.26458 -3.22325 0.57612  C7 1.202

<x>
Molecular formula: C5H14N2
Method: DFT, wB97M-V/def2-TZVPD

Output
Frontier orbital gap ... 10.40 eV
Lowest unoccupied orbital energy ... 0.87 eV
Multiplicity ... 1
E_HOMO ... -9.53 eV
SMILES ... C/N=C\N.CCC

Each atom is followed by the atoms it is bonded to, with distances in Å.
Positions of all 21 atoms, in Å:
1 C -1.15962 1.90078 1.48883  C2 1.554, H4 1.078, H5 1.124, H6 1.102
2 C -0.01754 0.92013 1.87487  C1 1.554, C3 1.544, H7 1.121, H8 1.094
3 C -0.55489 -0.39592 2.47697  C2 1.544, H9 1.118, H10 1.060, H11 1.103
4 H -1.71803 1.57726 0.62503  C1 1.078
5 H -0.70623 2.90549 1.27110  C1 1.124
6 H -1.83288 1.95833 2.35894  C1 1.102
7 H 0.69943 1.43796 2.56396  C2 1.121
8 H 0.59106 0.66658 1.00194  C2 1.094
9 H 0.07548 -1.28473 2.22545  C3 1.118
10 H -0.68855 -0.39064 3.52884  C3 1.060
11 H -1.53710 -0.60269 2.01930  C3 1.103
12 C -0.75967 -1.01453 -2.37692  N15 1.453, H16 1.104, H17 1.083, H18 1.128
13 N 2.02489 -0.53268 -2.58199  C14 1.451, H19 1.030, H20 1.030
14 C 1.34538 -0.90732 -1.35572  N13 1.451, N15 1.289, H21 1.095
15 N 0.09142 -1.16879 -1.20901  C12 1.453, C14 1.289
16 H -1.14285 0.02060 -2.40015  C12 1.104
17 H -1.64047 -1.63697 -2.27390  C12 1.083
18 H -0.25336 -1.20991 -3.36558  C12 1.128
19 H 2.87615 -0.01821 -2.31609  N13 1.030
20 H 2.32396 -1.37788 -3.08854  N13 1.030
21 H 1.98341 -0.84686 -0.46734  C14 1.095

Most stable structure: <x>

<w>
Molecular formula: C5H14N2
Method: DFT, wB97M-V/def2-TZVPD

Output
Frontier orbital gap ... 9.75 eV
Lowest unoccupied orbital energy ... 1.16 eV
Multiplicity ... 1
E_HOMO ... -8.59 eV
SMILES ... CNCC[C@H](C)N

Each atom is followed by the atoms it is bonded to, with distances in Å.
Positions of all 21 atoms, in Å:
1 C 0.50678 -0.74827 -2.06856  C2 1.544, H8 1.112, H9 1.108, H10 1.115
2 C -0.45071 -0.91161 -0.86815  C1 1.544, C3 1.549, N7 1.451, H11 1.148
3 C -0.86839 0.37940 -0.12090  C2 1.549, C4 1.620, H12 1.081, H13 1.184
4 C -0.33951 0.25396 1.40467  C3 1.620, N6 1.475, H14 1.050, H15 1.095
5 C 1.53912 2.00515 1.68578  N6 1.560, H16 1.179, H17 1.124, H18 1.080
6 N 1.10170 0.55456 1.31586  C4 1.475, C5 1.560, H19 0.944
7 N -1.63454 -1.61786 -1.32185  C2 1.451, H20 1.047, H21 1.002
8 H 0.52347 -1.65587 -2.71136  C1 1.112
9 H 1.54393 -0.88871 -1.70547  C1 1.108
10 H 0.29860 0.11502 -2.74319  C1 1.115
11 H 0.02065 -1.61873 -0.09647  C2 1.148
12 H -0.50857 1.37351 -0.34587  C3 1.081
13 H -2.01160 0.23712 0.15298  C3 1.184
14 H -0.79168 0.97904 2.01398  C4 1.050
15 H -0.49350 -0.77098 1.75929  C4 1.095
16 H 1.18876 2.18748 2.79679  C5 1.179
17 H 2.57787 2.40867 1.53748  C5 1.124
18 H 0.87269 2.75681 1.28925  C5 1.080
19 H 1.71500 0.11714 1.88500  N6 0.944
20 H -2.08636 -1.20196 -2.17022  N7 1.047
21 H -1.44309 -2.46712 -1.81728  N7 1.002

<x>
Molecular formula: C5H14N2
Method: DFT, wB97M-V/def2-TZVPD

Output
Frontier orbital gap ... 9.88 eV
Lowest unoccupied orbital energy ... 1.03 eV
Multiplicity ... 1
E_HOMO ... -8.85 eV
SMILES ... C=CC.C=N.CN

Each atom is followed by the atoms it is bonded to, with distances in Å.
Positions of all 21 atoms, in Å:
1 C -0.78084 -0.46995 -1.82502  N4 1.259, H8 1.092, H9 1.083
2 C -0.49465 -1.93440 1.19395  C3 1.493, H10 1.087, H11 1.091, H12 1.093
3 C -0.86171 -0.49549 1.03619  C2 1.493, C5 1.324, H18 1.126
4 N -0.60080 0.74928 -2.08094  C1 1.259, H7 1.019
5 C -2.10720 -0.04827 1.01093  C3 1.324, H13 1.081, H14 1.078
6 H 0.68608 1.50187 -0.71584  N16 1.026
7 H -1.45476 1.29391 -2.19617  N4 1.019
8 H -1.74134 -0.98808 -1.78838  C1 1.092
9 H 0.09964 -1.09129 -1.71548  C1 1.083
10 H -1.31173 -2.59593 0.91910  C2 1.087
11 H 0.36479 -2.18116 0.56965  C2 1.091
12 H -0.21156 -2.14598 2.22791  C2 1.093
13 H -2.96026 -0.70889 1.07073  C5 1.081
14 H -2.32634 1.00335 0.91579  C5 1.078
15 C 2.54488 1.03671 0.00305  N16 1.455, H19 1.089, H20 1.091, H21 1.099
16 N 1.21736 1.61185 0.15498  H6 1.026, C15 1.455, H17 1.015
17 H 1.28753 2.60813 0.33339  N16 1.015
18 H -0.01911 0.24747 0.95794  C3 1.126
19 H 2.43815 -0.02865 -0.19553  C15 1.089
20 H 3.09695 1.15834 0.93605  C15 1.091
21 H 3.13492 1.47719 -0.81230  C15 1.099

<y>
Molecular formula: C5H14N2
Method: DFT, wB97M-V/def2-TZVPD

Output
Frontier orbital gap ... 9.55 eV
Lowest unoccupied orbital energy ... 1.14 eV
Multiplicity ... 1
E_HOMO ... -8.41 eV
SMILES ... CCCNCCN

Each atom is followed by the atoms it is bonded to, with distances in Å.
Positions of all 21 atoms, in Å:
1 N -1.68661 1.37556 -1.85765  C2 1.474, H8 1.013, H9 1.008
2 C -1.82031 1.82804 -0.46167  N1 1.474, C3 1.541, H10 1.072, H11 1.116
3 C -0.59673 1.49364 0.41380  C2 1.541, N4 1.456, H12 1.101, H13 1.101
4 N -0.48170 0.08054 0.74310  C3 1.456, C5 1.487, H14 1.012
5 C 0.91189 -0.43569 0.77699  N4 1.487, C6 1.529, H15 1.092, H16 1.140
6 C 1.12590 -1.77315 0.06748  C5 1.529, C7 1.526, H17 1.128, H18 1.104
7 C 2.49628 -2.32192 0.45497  C6 1.526, H19 1.094, H20 1.098, H21 1.089
8 H -0.89749 0.77480 -2.06421  N1 1.013
9 H -2.56467 0.95554 -2.11968  N1 1.008
10 H -2.61232 1.29211 0.02218  C2 1.072
11 H -2.00199 2.92871 -0.44365  C2 1.116
12 H -0.76820 2.06794 1.33720  C3 1.101
13 H 0.29947 1.94108 -0.04427  C3 1.101
14 H -1.16983 -0.43967 0.21367  N4 1.012
15 H 1.66651 0.29810 0.48490  C5 1.092
16 H 0.79814 -0.70907 1.87756  C5 1.140
17 H 0.33548 -2.49482 0.42242  C6 1.128
18 H 0.97524 -1.82797 -1.02476  C6 1.104
19 H 3.10653 -2.67815 -0.38049  C7 1.094
20 H 2.95776 -1.60863 1.15052  C7 1.098
21 H 2.40591 -3.22417 1.05755  C7 1.089

Most stable structure: <y>